# 1
3 unconnected molecules or ions with the total composition C2F2NO4. Source: the OMol25 dataset; level of theory: ωB97M-V/def2-TZVPD.

XYZ file:
```
9
Properties=species:S:1:pos:R:3:nbo_charge:R:1
C 0.85 -1.65 1.75 1.053
C -0.41 1.46 -1.35 0.598
N -0.56 0.21 -0.90 0.324
O 0.99 -2.59 1.12 -0.527
O 0.48 -0.35 -0.35 -0.568
O 0.73 -0.79 2.50 -0.538
O -1.54 -0.42 -1.31 -0.488
F -1.47 2.24 -1.62 -0.327
F 0.63 2.63 -0.43 -0.528
```

Values from the calculation:
Relative energy (zero: lowest compared OMol25 entry of this formula, charge and spin) in kcal/mol: 31.7
Net charge: -1
LUMO level (alpha / beta) in eV: 3.5 / 3.5


# 2
2 unconnected molecules or ions with the total composition C2F2NO4. Source: the OMol25 dataset; level of theory: ωB97M-V/def2-TZVPD.

XYZ file:
```
9
Properties=species:S:1:pos:R:3:nbo_charge:R:1
C -1.89 -0.61 -0.35 1.023
C 0.43 0.27 0.63 0.462
N 1.25 0.05 -0.40 0.367
O -1.47 -1.64 -0.71 -0.539
O 1.27 0.79 -1.39 -0.489
O -2.32 0.37 0.10 -0.518
O 1.84 -1.08 -0.39 -0.527
F 0.98 0.17 1.86 -0.351
F -0.10 1.67 0.67 -0.428
```

Values from the calculation:
Relative energy (zero: lowest compared OMol25 entry of this formula, charge and spin) in kcal/mol: 3.4
Net charge: -1
LUMO level in eV: 3.6


# 3
2 unconnected molecules or ions with the total composition C2F3I. Source: the OMol25 dataset; level of theory: ωB97M-V/def2-TZVPD.

XYZ file:
```
6
Properties=species:S:1:pos:R:3:nbo_charge:R:1
C 1.05 -0.82 0.15 0.686
C -0.98 0.53 -0.41 0.192
F 2.03 -0.03 0.53 -0.330
F 1.34 -1.40 -0.92 -0.295
F -2.01 -0.29 -0.37 -0.350
I -1.42 2.00 1.03 0.096
```

Values from the calculation:
Relative energy (zero: lowest compared OMol25 entry of this formula, charge and spin) in kcal/mol: 83.7
LUMO level in eV: -1.2


# 4
A molecular structure, C2F3LuNO5S. Source: the OMol25 dataset; level of theory: ωB97M-V/def2-TZVPD.

XYZ file:
```
13
Properties=species:S:1:pos:R:3:nbo_charge:R:1
Lu 2.20 -1.09 -1.47 1.712
N -0.81 0.00 -1.71 -0.603
S -1.06 -1.46 -1.18 2.096
O -2.22 -2.09 -1.82 -0.885
O 0.22 -2.26 -1.10 -1.131
C -1.56 -1.51 0.63 0.722
F -2.56 -0.66 0.84 -0.304
F -0.54 -1.15 1.40 -0.328
F -1.95 -2.73 1.00 -0.310
O 0.52 0.39 -1.42 -0.915
O 2.02 1.51 0.40 -0.633
C 0.96 1.99 0.11 1.062
O 0.11 2.77 0.35 -0.486
```

Values from the calculation:
LUMO level (alpha / beta) in eV: -1.3 / -2.6
2S+1: 2


# 5
A molecular structure, C2F3NO5S2Tl. Source: the OMol25 dataset; level of theory: ωB97M-V/def2-TZVPD.

XYZ file:
```
14
Properties=species:S:1:pos:R:3:mulliken_spin:R:1
N 1.04 1.08 0.31 0.035
S 0.09 1.83 -0.67 -0.001
O -0.20 3.18 -0.19 0.008
S 1.34 -0.55 -0.16 -0.008
O 1.07 -1.37 1.05 -0.073
C 3.21 -0.31 -0.14 -0.003
F 3.56 0.59 -1.04 -0.002
F 3.63 0.06 1.06 -0.002
F 3.75 -1.48 -0.45 -0.001
O -3.17 -0.68 1.78 -0.227
C -3.36 -0.49 0.53 -0.025
O -2.31 -0.37 -0.16 0.314
O -4.48 -0.72 -0.01 0.347
Tl -4.17 -0.76 -1.91 0.638
```

Values from the calculation:
Net charge: +2
LUMO level (alpha / beta) in eV: -14.2 / -14.4
2S+1: 2


# 6
A molecular structure, C2F3NO5S2Yb. Source: the OMol25 dataset; level of theory: ωB97M-V/def2-TZVPD.

XYZ file:
```
14
Properties=species:S:1:pos:R:3:nbo_charge:R:1
Yb -1.26 0.37 -2.50 0.988
N 0.95 -0.46 0.55 -1.069
S 0.47 -1.79 -0.42 1.127
O 0.31 -1.09 -1.92 -1.039
S -0.17 0.57 0.92 2.158
O -1.21 0.79 -0.14 -1.070
O 0.41 1.80 1.48 -0.879
C -1.21 -0.07 2.34 0.749
F -1.95 -1.11 1.97 -0.311
F -0.41 -0.46 3.33 -0.303
F -2.01 0.89 2.79 -0.295
O 1.22 1.01 -2.95 -0.642
C 1.91 0.05 -2.72 1.059
O 2.94 -0.50 -2.72 -0.474
```

Values from the calculation:
Relative energy (zero: lowest compared OMol25 entry of this formula, charge and spin) in kcal/mol: 0.0
LUMO level (alpha / beta) in eV: -0.2 / -3.4
2S+1: 3


# 7
A molecular structure, C2F3NO6S2Y. Source: the OMol25 dataset; level of theory: ωB97M-V/def2-TZVPD.

XYZ file:
```
15
Properties=species:S:1:pos:R:3:nbo_charge:R:1
N -1.12 0.42 -0.01 -1.153
S 0.54 0.92 -0.12 1.593
O 1.15 -0.18 -1.04 -1.243
O 0.38 2.20 -0.89 -0.980
S -1.43 -0.86 0.81 2.183
O -0.32 -1.85 0.91 -1.141
O -2.75 -1.42 0.48 -0.934
C -1.64 -0.39 2.61 0.717
F -2.63 0.49 2.74 -0.315
F -1.93 -1.46 3.34 -0.322
F -0.53 0.15 3.08 -0.323
Y 1.73 -2.36 -0.49 0.918
O 2.30 1.01 -4.73 -0.530
C 2.80 1.41 -3.76 1.038
O 3.43 1.92 -2.93 -0.510
```

Values from the calculation:
Net charge: -1
LUMO level (alpha / beta) in eV: 2.5 / 2.5


# 8
A gas-phase ion, C2F3O3S (charge -1). Source: the OMol25 dataset; level of theory: ωB97M-V/def2-TZVPD.

XYZ file:
```
9
Properties=species:S:1:pos:R:3:nbo_charge:R:1
C 0.43 -0.57 -0.13 -0.124
C 0.88 0.08 0.95 0.663
O -2.20 -0.82 -0.48 -0.983
O -0.78 0.34 -2.23 -0.973
O -1.06 1.24 0.12 -0.982
F 1.49 -1.29 -0.70 -0.350
F 2.08 -0.07 1.49 -0.333
F 0.31 0.95 1.78 -0.300
S -1.15 0.14 -0.81 2.382
```

Values from the calculation:
Relative energy (zero: lowest compared OMol25 entry of this formula, charge and spin) in kcal/mol: 22.0
SMILES string: O=S(=O)([O-])C(F)=C(F)F
Net charge: -1
LUMO level in eV: 4.0


# 9
A molecular structure, C2F6NO2S2Tl. Source: the OMol25 dataset; level of theory: ωB97M-V/def2-TZVPD.

XYZ file:
```
14
Properties=species:S:1:pos:R:3:mulliken_charge:R:1
Tl -2.60 0.92 -0.10 1.247
N 0.48 0.53 0.61 -0.251
S 0.17 0.26 -0.99 0.530
O -1.19 0.89 -1.38 -0.283
C 1.35 1.59 -1.59 0.781
F 2.46 1.52 -0.89 -0.155
F 0.81 2.78 -1.46 -0.177
F 1.60 1.34 -2.86 -0.150
S -0.42 -0.20 1.73 0.478
O -1.93 -0.08 1.38 -0.321
C -0.22 -2.06 1.43 0.767
F -1.24 -2.56 0.75 -0.168
F 0.90 -2.27 0.77 -0.157
F -0.15 -2.66 2.61 -0.142
```

Values from the calculation:
Relative energy (zero: lowest compared OMol25 entry of this formula, charge and spin) in kcal/mol: 12.3
Net charge: +2
LUMO level (alpha / beta) in eV: -14.4 / -14.4


# 10
A molecular structure, C2F6NO4RhS2. Source: the OMol25 dataset; level of theory: ωB97M-V/def2-TZVPD.

XYZ file:
```
16
Properties=species:S:1:pos:R:3:nbo_charge:R:1
Rh 0.70 2.48 1.36 1.595
N 0.17 -0.39 0.05 -0.814
S 1.27 0.39 -0.78 2.125
O 1.12 0.23 -2.21 -0.702
O 1.47 1.77 -0.25 -0.921
C 2.82 -0.53 -0.29 0.810
F 2.63 -1.81 -0.50 -0.246
F 3.06 -0.32 0.99 -0.277
F 3.81 -0.09 -1.03 -0.241
S -1.28 -0.14 0.65 2.033
O -1.82 -1.42 1.08 -0.621
C -2.71 0.80 -0.06 0.835
F -3.73 0.74 0.77 -0.222
F -2.41 2.07 -0.27 -0.268
F -3.05 0.27 -1.22 -0.239
O -0.55 1.09 1.47 -0.848
```

Values from the calculation:
Net charge: +2
LUMO level (alpha / beta) in eV: -10.4 / -13.6
2S+1: 5


# 11
A molecular structure, C2F6NO4S2Yb. Source: the OMol25 dataset; level of theory: ωB97M-V/def2-TZVPD.

XYZ file:
```
16
Properties=species:S:1:pos:R:3:nbo_charge:R:1
O 0.72 -1.68 2.42 -1.520
Yb 2.27 -1.69 0.95 1.635
N 0.37 0.76 -0.31 -1.276
S -0.82 0.00 1.28 1.420
O -2.26 -0.37 1.18 -0.872
C -0.83 1.45 2.48 0.766
F -1.64 2.40 2.04 -0.325
F 0.38 1.95 2.63 -0.315
F -1.27 1.01 3.66 -0.312
S 1.02 0.15 -1.56 2.152
O 2.02 -0.93 -1.20 -1.141
O 1.57 1.12 -2.51 -0.960
C -0.17 -0.86 -2.58 0.716
F -0.72 -1.80 -1.83 -0.324
F -1.11 -0.07 -3.07 -0.319
F 0.48 -1.45 -3.58 -0.325
```

Values from the calculation:
Relative energy (zero: lowest compared OMol25 entry of this formula, charge and spin) in kcal/mol: 104.7
Net charge: -1
LUMO level (alpha / beta) in eV: 1.8 / 1.8


# 12
A molecular structure, C2F6O6S2Sn. Source: the OMol25 dataset; level of theory: ωB97M-V/def2-TZVPD.

XYZ file:
```
17
Properties=species:S:1:pos:R:3:nbo_charge:R:1
Sn 20.32 19.60 -2.75 1.708
C 16.32 18.80 0.89 0.749
F 15.77 19.22 2.00 -0.293
F 16.88 17.61 1.07 -0.311
F 15.39 18.72 -0.08 -0.322
S 17.68 20.10 0.44 2.280
O 18.54 19.35 -0.48 -1.068
O 17.05 21.25 -0.21 -0.968
O 18.26 20.43 1.72 -0.903
C 21.48 16.61 1.49 0.730
F 22.28 16.09 2.40 -0.305
F 21.24 15.69 0.53 -0.330
F 20.32 16.90 2.05 -0.310
S 22.23 18.28 0.88 2.306
O 23.64 18.03 0.88 -0.938
O 21.69 18.52 -0.48 -1.110
O 21.75 19.24 1.87 -0.916
```

Values from the calculation:
Relative energy (zero: lowest compared OMol25 entry of this formula, charge and spin) in kcal/mol: 0.0
LUMO level in eV: -5.5


# 13
A molecular structure, C2F6O6S2Sn. Source: the OMol25 dataset; level of theory: ωB97M-V/def2-TZVPD.

XYZ file:
```
17
Properties=species:S:1:pos:R:3:nbo_charge:R:1
Sn 1.86 -0.99 -2.14 1.168
C -4.84 -4.07 -1.57 0.736
F -5.18 -3.97 -2.79 -0.300
F -4.85 -2.82 -1.11 -0.328
F -5.86 -4.67 -0.88 -0.334
S -3.19 -5.08 -1.37 2.238
O -3.22 -5.51 0.05 -0.864
O -3.29 -6.22 -2.32 -0.865
O -2.10 -4.15 -1.67 -0.922
C 4.57 5.35 1.64 0.782
F 4.29 6.42 0.96 -0.297
F 5.53 4.71 0.93 -0.327
F 4.95 5.71 2.81 -0.288
S 3.12 4.05 1.84 2.168
O 1.81 4.78 1.81 -0.838
O 3.20 3.12 0.66 -0.882
O 3.21 3.35 3.14 -0.845
```

Values from the calculation:
Relative energy (zero: lowest compared OMol25 entry of this formula, charge and spin) in kcal/mol: 127.2
LUMO level in eV: -7.2


# 14
C2F8NOPS in the gas phase. Source: the OMol25 dataset; level of theory: ωB97M-V/def2-TZVPD.

XYZ file:
```
14
Properties=species:S:1:pos:R:3:nbo_charge:R:1
C -1.64 0.45 -0.77 0.785
C -0.21 -1.35 0.98 0.787
N -0.87 1.36 1.79 -0.909
O 0.91 0.90 -0.07 -1.070
F -0.85 0.11 -1.85 -0.335
F -2.14 1.66 -0.91 -0.283
F -2.55 -0.50 -0.61 -0.295
F 0.20 -1.65 -0.26 -0.329
F 0.75 -1.67 1.85 -0.288
F -1.31 -1.99 1.26 -0.278
F 3.07 1.81 -0.63 -0.564
F 2.96 -0.39 -0.32 -0.587
P 2.10 0.71 -1.22 1.765
S -0.43 0.53 0.76 1.601
```

Values from the calculation:
Relative energy (zero: lowest compared OMol25 entry of this formula, charge and spin) in kcal/mol: 69.2
SMILES string: N#S(OP(F)F)(C(F)(F)F)C(F)(F)F
LUMO level in eV: 0.0


# 15
3 unconnected molecules or ions with the total composition C2H10BrN4. Source: the OMol25 dataset; level of theory: ωB97M-V/def2-TZVPD.

XYZ file:
```
17
Properties=species:S:1:pos:R:3:nbo_charge:R:1
C -2.64 -0.01 -0.43 -0.402
C -0.33 0.74 -0.82 0.447
N -0.66 -0.58 0.98 -0.661
N 0.89 0.68 -0.57 -0.725
N -1.28 0.16 -0.05 -0.304
N 2.77 -0.46 0.73 -0.928
Br 2.05 1.62 -1.71 0.232
H -3.32 0.69 0.23 0.214
H -2.88 0.28 -1.46 0.243
H -2.76 -0.99 -0.23 0.199
H -0.78 1.73 -2.26 0.150
H -0.97 -0.39 1.92 0.387
H -0.85 -1.51 0.69 0.360
H 1.75 -0.18 0.34 0.473
H 3.07 -1.21 0.22 0.426
H 3.24 0.45 0.78 0.455
H 2.69 -1.01 1.63 0.434
```

Values from the calculation:
Relative energy (zero: lowest compared OMol25 entry of this formula, charge and spin) in kcal/mol: 72.2
Net charge: +1
LUMO level in eV: -4.0


# 16
2 unconnected molecules or ions with the total composition C2H10BrN4. Source: the OMol25 dataset; level of theory: ωB97M-V/def2-TZVPD.

XYZ file:
```
17
Properties=species:S:1:pos:R:3:nbo_charge:R:1
C 1.76 2.43 -0.07 -0.409
C 0.81 -1.22 -0.15 0.308
N -0.11 -2.14 0.15 -0.726
N 0.75 0.09 0.14 -0.313
N -3.30 -1.11 -0.07 -0.891
N 1.77 0.90 0.03 -0.421
Br -2.47 0.53 0.06 0.174
H 1.50 2.74 -1.21 0.205
H 1.03 2.80 0.55 0.210
H 2.76 2.86 0.20 0.252
H 1.71 -1.63 -0.53 0.206
H 0.16 -3.06 0.04 0.429
H -0.76 -1.71 0.81 0.422
H -0.14 0.50 0.53 0.419
H -3.91 -1.17 0.84 0.387
H -3.97 -1.19 -0.77 0.382
H 2.41 0.39 -0.54 0.368
```

Values from the calculation:
Relative energy (zero: lowest compared OMol25 entry of this formula, charge and spin) in kcal/mol: 26.2
Net charge: +1
LUMO level in eV: -3.3


# 17
2 unconnected molecules or ions with the total composition C2H10N2. Source: the OMol25 dataset; level of theory: ωB97M-V/def2-TZVPD.

XYZ file:
```
14
Properties=species:S:1:pos:R:3:nbo_charge:R:1
C 2.52 -3.12 -2.65 -0.854
H 3.30 -2.56 -3.24 0.211
H 1.59 -2.97 -3.18 0.213
H 2.61 -2.61 -1.70 0.215
H 2.67 -4.18 -2.60 0.215
N -0.46 1.61 2.16 -0.830
C -1.00 0.64 1.13 -0.054
N -1.47 1.25 -0.09 -0.901
H 0.49 1.88 1.90 0.338
H -0.91 2.49 1.89 0.349
H -0.31 -0.17 0.92 0.163
H -1.91 0.24 1.56 0.174
H -0.87 1.67 -0.77 0.380
H -2.43 1.02 -0.26 0.381
```

Values from the calculation:
Relative energy (zero: lowest compared OMol25 entry of this formula, charge and spin) in kcal/mol: 16.2
SMILES string: NCN.C
LUMO level in eV: 0.9


# 18
3 unconnected molecules or ions with the total composition C2H10N2O2. Source: the OMol25 dataset; level of theory: ωB97M-V/def2-TZVPD.

XYZ file:
```
16
Properties=species:S:1:pos:R:3:nbo_charge:R:1
C -1.72 1.65 -1.36 -0.507
N -0.59 1.30 -0.43 -0.666
C 0.49 0.57 -0.98 0.061
N 1.17 -0.36 -0.30 -1.032
H -2.64 1.40 -0.83 0.168
H -1.76 2.72 -1.57 0.168
H -1.59 1.02 -2.25 0.157
H -1.03 0.72 0.27 0.378
H 0.70 0.75 -2.05 0.086
H 2.16 -0.07 -0.26 0.293
H -0.69 1.84 2.68 0.444
H -1.18 0.53 3.36 0.446
O -0.75 0.88 2.56 -0.978
H 2.24 -4.08 0.34 0.441
H 1.46 -2.77 0.32 0.507
O 1.46 -3.68 -0.05 -0.966
```

Values from the calculation:
Relative energy (zero: lowest compared OMol25 entry of this formula, charge and spin) in kcal/mol: 37.0
Net charge: -1
LUMO level (alpha / beta) in eV: 3.9 / 3.8
2S+1: 2


# 19
3 unconnected molecules or ions with the total composition C2H10N2O2. Source: the OMol25 dataset; level of theory: ωB97M-V/def2-TZVPD.

XYZ file:
```
16
Properties=species:S:1:pos:R:3:nbo_charge:R:1
C 0.30 -1.40 -0.40 -0.106
C -0.84 -1.25 0.29 -0.061
N -0.89 -0.98 1.68 -0.829
N 0.46 -1.15 -1.80 -0.845
H 1.25 -1.57 0.11 0.188
H -1.84 -1.24 -0.13 0.187
H 0.03 -0.98 2.09 0.358
H -1.18 -0.03 1.84 0.381
H 1.29 -1.65 -2.09 0.372
H -0.32 -1.48 -2.36 0.376
H 0.89 2.95 1.51 0.462
H 0.48 1.85 0.62 0.494
O 0.39 2.13 1.56 -0.977
H 0.60 0.81 -1.47 0.503
H -0.56 1.83 -1.50 0.475
O 0.36 1.73 -1.23 -0.977
```

Values from the calculation:
Relative energy (zero: lowest compared OMol25 entry of this formula, charge and spin) in kcal/mol: 18.9
SMILES string: N/C=C/N.O.O
LUMO level in eV: 0.8


# 20
3 unconnected molecules or ions with the total composition C2H10N2O2. Source: the OMol25 dataset; level of theory: ωB97M-V/def2-TZVPD.

XYZ file:
```
16
Properties=species:S:1:pos:R:3:nbo_charge:R:1
C 0.60 2.00 -0.45 -0.430
N -0.06 1.37 0.70 -0.629
C 0.63 0.36 1.33 0.286
N 0.61 0.14 2.59 -0.691
H 1.68 1.76 -0.45 0.187
H 0.34 3.13 -0.38 0.226
H 0.27 1.30 -1.33 0.202
H -0.30 2.16 1.40 0.382
H 1.20 -0.35 0.61 0.124
H 1.22 -0.68 2.82 0.343
H 1.84 -2.80 -1.44 0.455
H 2.58 -3.93 -1.75 0.458
O 1.77 -3.53 -2.03 -0.913
H -4.57 -0.86 -0.80 0.460
H -3.70 0.29 -0.71 0.461
O -4.10 -0.34 -0.11 -0.921
```

Values from the calculation:
Relative energy (zero: lowest compared OMol25 entry of this formula, charge and spin) in kcal/mol: 40.1
SMILES string: [H]/N=C/NC.O.O
LUMO level in eV: 0.5